(1)
A cluster of 17 separate species, H35O17 in total at a distorted geometry, computed with ωB97M-V with the def2-TZVPD basis set.

Its multiplicity is 1. The HOMO-LUMO gap is 10.396 eV. The value obtained for the lowest unoccupied orbital energy is -2.9 eV. As for the charge: +1. The electronic energy comes out at -1299.78733 Ha.

```
52
Properties=species:S:1:pos:R:3:forces:R:3
O -0.414686 -2.649132 -1.591738 0.99 -0.76 -0.02
H -4.246439 1.736792 -2.050171 -1.11 -0.39 -0.10
H -4.289720 1.039401 -0.548488 -0.98 -0.40 -0.47
O -3.845493 1.553658 -1.212405 2.22 0.65 0.52
H 4.435799 -3.388207 -0.388342 -0.16 -0.17 -0.12
H 1.257493 0.761270 0.824064 -0.42 0.30 0.39
O -1.208488 -4.546119 0.114221 0.06 0.83 0.94
H -0.054598 0.312546 0.020351 0.80 0.58 0.00
H -0.813352 -4.431844 0.998587 0.38 -0.72 -0.03
O -0.537039 -0.108784 4.051291 0.43 -0.25 0.38
H -0.843647 -0.116315 3.143003 -0.36 -0.03 0.02
H 1.096960 -3.770841 3.491454 0.37 0.42 0.33
O 2.523117 -0.000143 -2.800353 0.46 -0.86 0.39
H -1.712854 0.640657 -1.406780 -0.11 0.06 0.52
O 1.324727 1.647073 -4.476613 0.14 -0.01 -0.05
H 1.814488 2.426462 -4.748886 0.01 0.20 -0.23
H -2.014125 4.415120 2.786703 0.13 0.37 -0.40
O 1.684531 1.251554 3.323440 -0.93 0.26 0.21
H -3.387131 -2.107254 0.343184 0.57 0.24 -0.32
H 4.264708 0.832046 0.005732 0.78 -0.20 0.15
O 0.159257 -3.644125 3.384976 -0.82 -1.07 -1.02
H -1.210112 -2.136901 -1.491702 -0.47 0.06 0.08
H -0.389950 4.147350 -3.199014 0.16 -0.04 -0.12
O 3.866061 -3.208953 0.367247 0.28 -0.24 -0.15
H 1.826737 -1.346042 -1.805480 -0.13 0.64 0.08
H 4.474486 -2.754284 0.951726 -0.06 0.24 0.40
O -1.964067 3.724692 3.440226 -0.39 -0.36 0.85
H 0.914273 1.762044 3.042883 0.42 0.66 -0.66
H -1.504836 3.009896 3.002745 0.32 0.04 -0.04
O -0.845851 1.062409 -1.280204 -1.04 -0.34 -0.92
H -2.207496 2.863614 1.170231 -0.34 0.01 -0.77
H 3.324694 -0.537584 -2.823918 0.20 0.30 0.04
O 3.681653 0.067754 0.037714 0.99 0.17 0.07
H -1.759559 -3.752728 0.154623 -0.51 -0.36 -0.35
H 2.877833 0.548146 -0.051558 -1.35 0.21 -0.30
O -1.411977 3.292328 0.849462 0.74 0.28 0.42
H -0.470794 -3.491493 -1.073240 -0.63 0.48 -0.45
H -1.385912 3.358117 -0.109079 -0.46 -0.36 -0.08
O -1.120257 4.080960 -2.581011 -0.04 -0.12 0.13
H 1.172693 0.852146 4.045987 0.79 -0.67 0.21
H 1.341646 1.052130 -5.236008 -0.16 0.13 -0.08
O 1.935044 -1.781679 -0.927481 0.34 -0.08 0.20
H 2.599262 0.636396 -3.521062 -0.56 0.11 -0.06
H 1.355060 -2.558274 -0.936718 -0.38 -0.10 -0.12
O 0.698146 0.019613 0.581661 0.01 -1.17 -0.06
H -1.486556 4.970590 -2.557848 -0.12 0.00 0.08
H -1.260936 -0.155127 4.680765 -0.32 0.07 -0.31
O -4.003925 -1.472848 -0.042227 0.01 -0.69 0.77
H -4.755266 -1.778953 0.484664 -0.63 0.51 -0.37
H -0.151784 -2.836147 3.770069 0.40 0.73 0.49
H -0.917807 1.683346 -2.019846 0.65 0.38 0.20
H 1.585989 -1.174334 -0.186836 -0.18 0.43 -0.27
```
Forces are in eV/Å.



(2)
A cluster of 18 separate species, H36O18 in total at a distorted geometry, computed with ωB97M-V with the def2-TZVPD basis set.

Its multiplicity is 1. The HOMO-LUMO gap is 10.191 eV. The value obtained for the lowest unoccupied orbital energy is -0.3 eV. As for the charge: 0. The electronic energy comes out at -1375.78362 Ha.

```
54
Properties=species:S:1:pos:R:3:forces:R:3
O 1.774037 3.451792 0.417642 1.12 -0.02 -3.55
H 2.155555 3.797523 1.185867 -0.37 0.04 2.20
H 0.955879 2.995729 0.312865 -0.68 -0.40 1.39
O -0.158725 5.705643 0.766688 -1.04 -0.26 -0.10
H -0.086996 4.824613 0.395699 -0.41 -0.18 -0.16
H 0.753968 5.904397 0.853370 1.30 0.70 0.23
O -2.919866 3.732740 -0.803899 1.11 2.39 1.42
H -2.977439 2.812444 -0.969427 -0.86 -0.77 -1.15
H -3.235135 4.453501 -1.364376 -0.07 -1.35 -0.45
O -0.861695 -0.011630 -2.030090 2.46 1.94 0.78
H -1.647040 -0.096229 -2.524054 -0.72 0.59 -0.90
H -0.294773 0.726106 -2.400323 -1.40 -1.33 0.14
O -2.684133 0.805812 -3.956500 0.93 0.89 -1.02
H -3.314092 1.495626 -3.764306 -0.46 -0.04 0.26
H -2.943698 -0.006168 -3.564121 -1.13 -0.83 0.26
O -4.121775 2.482910 1.182458 0.41 -1.34 1.30
H -3.703970 1.886376 1.892862 -0.74 1.82 -1.34
H -3.899892 3.421436 1.313447 0.16 -0.76 0.22
O 0.007356 -2.186610 -1.588120 -0.45 -0.82 -1.05
H -0.538062 -2.698531 -2.231384 0.56 0.75 0.52
H 0.132845 -2.833691 -0.918653 0.43 -1.19 1.01
O -1.166530 0.713633 5.397986 -0.09 -1.08 0.41
H -1.099149 1.636913 5.565886 0.08 1.12 0.21
H -1.067341 0.632080 4.456009 -0.02 0.00 -0.75
O -4.792080 -3.098882 -0.949818 0.52 0.18 0.49
H -5.045189 -3.632860 -0.166156 0.31 0.88 -0.46
H -4.169043 -2.382061 -0.676584 -0.96 -0.86 0.11
O 4.533397 -4.425182 1.339032 -0.29 -0.08 0.30
H 3.651898 -4.865953 1.369095 1.21 0.50 -0.49
H 4.732970 -4.181884 0.404334 -0.68 -0.86 1.04
O 4.937777 -1.184458 -1.557025 1.83 -0.14 -1.47
H 5.599966 -0.892181 -2.254582 -1.30 -0.58 1.31
H 4.548002 -0.369835 -1.270624 -0.49 0.76 0.09
O 2.231820 0.713821 -2.454426 -1.37 -1.19 2.15
H 1.751331 0.395243 -1.597919 1.18 0.84 -2.14
H 2.544240 1.584639 -2.219147 0.11 0.52 0.14
O -1.474968 -0.865318 0.591800 3.34 1.30 -1.96
H -0.662538 -0.977965 -0.054358 -2.39 0.30 1.33
H -1.895832 -1.678876 0.645997 -1.02 -2.35 0.23
O 1.501152 -0.247660 0.372239 -0.51 -0.14 -0.74
H 1.874347 0.072156 1.179559 0.20 0.53 0.83
H 2.160828 -0.842947 0.026491 0.30 -0.48 -0.27
O 3.485506 1.592207 3.730573 -1.50 -0.22 -0.32
H 4.379898 1.331827 3.666954 1.87 -0.07 0.09
H 3.061558 0.786796 3.402698 -0.36 0.30 0.26
O -2.460069 -4.643504 -1.104015 -0.74 1.71 -0.16
H -3.350293 -4.175495 -1.186891 1.30 -1.16 0.01
H -2.590292 -5.575943 -0.996247 -0.37 -0.60 0.01
O -1.533525 1.368010 1.757321 -0.28 1.22 -0.85
H -1.925648 2.047541 1.121651 0.86 -1.72 1.10
H -1.413261 0.483252 1.296269 -0.55 1.19 0.28
O 3.665001 -3.785443 -1.013698 -0.84 -0.32 0.28
H 3.465167 -3.147095 -0.294367 0.71 -0.22 -1.30
H 4.409070 -3.534366 -1.566964 -0.20 0.91 0.21
```
Forces are in eV/Å.



(3)
A cluster of 18 separate species, H36O18 in total at a distorted geometry, computed with ωB97M-V with the def2-TZVPD basis set.

Its multiplicity is 2. The HOMO-LUMO gap (alpha / beta) is 9.222 / 2.253 eV. The value obtained for the lowest unoccupied orbital energy (alpha / beta) is -3.8 / -10.7 eV. As for the charge: +1. The electronic energy comes out at -1375.40105 Ha.

```
54
Properties=species:S:1:pos:R:3:forces:R:3
O -0.816134 -1.415834 5.228202 0.80 -0.81 2.36
H -0.085543 -1.564944 4.654273 0.05 0.10 -1.05
H -1.582313 -1.004019 4.896404 -0.88 0.67 -1.29
O 0.500216 -1.296908 -1.662175 2.13 0.92 0.84
H 1.283764 -0.673016 -1.587910 -0.28 -1.50 -0.54
H -0.098438 -0.570633 -1.473953 -1.39 -0.41 1.34
O 0.632795 3.567764 3.929104 1.37 -0.70 -0.69
H 1.615920 3.604508 3.813461 -1.41 0.33 0.31
H 0.360806 4.393035 4.320410 0.08 0.49 0.34
O -2.178700 4.973313 -1.485274 0.22 -1.00 -0.69
H -2.223487 5.857043 -1.136600 -0.15 0.13 0.68
H -2.491415 4.286807 -0.871319 -0.03 0.97 -0.07
O -1.244642 -4.328664 -0.171445 0.28 0.58 -0.16
H -1.884102 -3.640680 -0.393467 -0.17 0.02 0.05
H -1.800467 -5.104069 -0.108677 -0.07 -0.44 0.13
O -3.425261 -0.597808 -1.805391 -0.56 0.61 0.07
H -3.098916 -1.364260 -2.268736 0.23 -0.48 -0.33
H -4.163238 -0.285263 -2.354050 0.29 -0.04 0.09
O 5.258904 -2.330166 1.337279 0.26 -0.13 0.67
H 4.605079 -1.912304 0.783390 0.09 0.76 -0.36
H 5.645120 -1.603472 1.865219 -0.29 -0.44 -0.38
O 1.939177 -3.059590 -0.058155 -0.02 1.43 0.86
H 2.597030 -2.462587 0.429589 -0.36 -0.64 -0.60
H 1.081952 -2.759075 0.360789 -0.19 -0.42 -0.26
O 0.258224 0.641203 -3.405658 -1.93 0.73 2.14
H -0.159898 -0.002291 -2.771384 0.74 1.03 -2.68
H 0.902512 0.235039 -3.951851 1.02 -1.31 -0.65
O 0.035589 5.002495 0.913166 -0.37 0.89 -1.17
H 0.176490 4.650972 1.788201 0.38 -1.01 -0.11
H 0.304776 4.466382 0.142512 -0.07 0.05 1.34
O -0.572119 -4.596497 -4.400913 -0.40 0.06 -0.82
H -0.186341 -3.770433 -4.148721 0.37 0.87 -0.03
H -0.466906 -5.115644 -3.622681 0.02 -0.91 0.89
O 3.051220 0.798674 3.917015 -1.87 -0.77 0.91
H 2.183125 0.937297 4.397344 1.53 -0.10 -0.66
H 3.220895 1.627481 3.491734 0.26 0.79 -0.38
O -2.444318 2.305119 -0.788668 -0.49 1.16 -0.39
H -1.512871 2.316512 -1.077970 -0.94 -0.67 -0.39
H -2.996161 1.533279 -0.973440 0.91 -0.22 -0.67
O -1.575511 1.440817 1.292886 0.11 0.09 -0.68
H -2.152001 1.490082 2.028376 -0.58 -0.12 1.69
H -2.142592 1.940451 0.621651 1.21 -0.60 0.54
O 0.765611 -0.721540 1.883415 0.23 0.09 2.36
H 0.070400 -0.109831 2.231798 0.24 -0.27 -1.15
H 1.203739 -0.919035 2.763341 -0.29 0.08 -1.52
O -4.276413 -3.207711 -0.671879 0.65 -0.28 0.11
H -5.015883 -3.816763 -0.678562 -0.22 0.01 -0.06
H -4.579922 -2.360318 -0.994784 -0.26 0.25 0.05
O 3.541293 0.146766 0.671772 -1.57 -1.48 3.19
H 2.865678 0.205656 -0.002504 -0.30 0.36 -0.12
H 2.988810 -0.060068 1.564206 1.72 1.06 -2.92
O 2.076047 0.988133 -5.555359 -0.02 2.93 0.51
H 1.302523 1.476798 -5.133162 1.38 -0.62 -1.11
H 2.705895 1.767795 -5.770850 -1.45 -2.06 0.48
```
Forces are in eV/Å.



Question: What is the multiplicity in the first record?
Answer: 1